Record 1
A 2-piece molecular cluster, C2H8N4O overall. Source: the Open Molecules 2025 dataset; level of theory: ωB97M-V with the def2-TZVPD basis set.

Values from the calculation:
HOMO-LUMO gap	9.92	eV
highest occupied orbital energy	-9.399	eV
molar mass	104.11	g/mol
DFT total energy	-375.28725	hartree
relative energy (zero: lowest compared OMol25 entry of this formula, charge and spin)	0.5265	eV

Geometry (Å):
N 1.55 1.45 1.25
C 1.42 1.24 0.01
N 0.99 0.02 -0.57
N 1.58 2.26 -0.89
H 1.38 0.61 1.80
H 1.44 -0.75 -0.10
H 1.16 -0.01 -1.56
H 1.26 2.21 -1.84
H 2.02 3.10 -0.57
N -1.49 -1.43 0.49
C -2.73 -1.97 0.35
O -3.28 -2.18 -0.71
H -1.23 -0.98 1.34
H -0.89 -1.32 -0.32
H -3.19 -2.25 1.31

Results of the Mulliken charge analysis, in e, for atoms 1 through 5: atom 1 (N): -0.695, atom 2 (C): 0.558, atom 3 (N): -0.534, atom 4 (N): -0.416, atom 5 (H): 0.209

---

Record 2
C2H34F6O23S2Zn as an isolated structure at a distorted geometry. Source: the Open Molecules 2025 dataset; level of theory: ωB97M-V with the def2-TZVPD basis set.

Values from the calculation:
HOMO-LUMO gap	5.33	eV
highest occupied orbital energy	-7.423	eV
molar mass	669.78	g/mol
DFT total energy	-5002.08973	hartree

Geometry (Å):
Zn 0.55 -13.99 22.84
C 3.68 -14.22 19.90
F 3.56 -15.38 20.55
F 4.44 -13.40 20.60
F 4.17 -14.45 18.71
S 1.93 -13.40 19.75
O 1.29 -13.60 21.04
O 2.19 -12.01 19.38
O 1.21 -14.08 18.69
C 3.51 -12.70 15.70
F 4.75 -12.33 15.33
F 3.65 -13.91 16.22
F 3.02 -11.82 16.58
S 2.46 -12.66 14.13
O 2.16 -11.24 14.03
O 3.32 -13.10 13.03
O 1.30 -13.49 14.42
O 5.28 -16.89 17.47
H 5.88 -16.47 16.84
H 4.41 -16.58 17.21
O -0.82 -12.52 22.87
H -1.03 -12.25 21.96
H -1.49 -12.10 23.42
O -1.36 -15.44 19.09
H -0.60 -14.95 18.73
H -1.87 -15.69 18.31
O 6.58 -16.54 19.96
H 6.78 -15.58 19.98
H 6.34 -16.73 19.03
O 2.05 -12.84 23.58
H 2.48 -12.86 24.44
H 2.23 -11.94 23.22
O -0.23 -11.12 17.65
H 0.05 -10.22 17.84
H 0.32 -11.67 18.22
O 0.21 -15.11 16.45
H 0.65 -14.72 17.23
H 0.66 -14.67 15.71
O -0.82 -15.16 21.82
H -1.13 -14.99 20.91
H -1.50 -15.72 22.22
O 4.35 -15.10 23.91
H 4.73 -14.97 24.78
H 5.01 -14.70 23.30
O 7.32 -14.00 19.76
H 7.89 -13.53 20.37
H 7.02 -13.32 19.13
O 6.62 -14.58 22.44
H 6.59 -14.53 21.47
H 7.12 -15.38 22.63
O 6.33 -11.20 19.18
H 5.46 -10.91 19.53
H 6.95 -10.55 19.51
O 1.77 -15.53 23.07
H 1.52 -16.42 23.36
H 2.74 -15.49 23.20
O 4.91 -18.12 21.53
H 4.25 -18.27 20.86
H 5.50 -17.44 21.14
O 6.06 -11.81 23.03
H 6.19 -12.66 22.59
H 6.92 -11.39 23.01
O 1.96 -10.83 21.86
H 1.42 -10.04 21.71
H 2.20 -11.14 20.96
O 3.91 -9.80 19.15
H 3.14 -10.40 19.18
H 3.84 -9.37 18.29

Results of the Mulliken charge analysis, in e, for atoms 1 through 5: atom 1 (Zn): 0.162, atom 2 (C): 0.419, atom 3 (F): -0.177, atom 4 (F): 0.012, atom 5 (F): -0.035